Record 1
Computed, not measured: a 19-piece molecular cluster, C19H76N38O19 overall at a distorted geometry, with the ωB97M-V functional and the def2-TZVPD basis.

Summary:
Energy relative to the best compared isomer or geometry (same formula, charge and spin) ... 3.226 eV
Net charge ... 0
LUMO level ... 0.1 eV
Multiplicity ... 1

The geometry in XYZ format:
```
152
C19H76N38O19 the ωB97M-V functional and the def2-TZVPD basis
C -3.7219 -1.0168 -5.7902
O -2.6275 -0.6848 -6.3071
N -4.4518 -2.1010 -6.2162
N -4.2728 -0.3108 -4.7884
H -5.0318 -2.6387 -5.5843
H -3.8158 -2.6608 -6.7260
H -3.9313 0.6292 -4.6334
H -5.2221 -0.4890 -4.5545
C 4.4283 3.5947 -0.3206
O 4.6060 4.4023 0.6471
N 3.6935 2.4566 -0.3150
N 4.9168 3.8912 -1.5534
H 3.5592 2.0450 -1.2104
H 2.9559 2.4239 0.3896
H 5.6232 4.5916 -1.6669
H 4.6043 3.5601 -2.4609
C 4.1532 -2.7531 -1.0048
O 5.2326 -2.9651 -0.4567
N 3.9538 -1.7977 -1.8964
N 3.0742 -3.4109 -0.5572
H 3.1527 -1.5143 -2.4313
H 4.7065 -1.2413 -2.1653
H 2.2378 -3.3033 -1.0837
H 3.2641 -4.2491 0.0705
C 4.2023 1.7328 3.4983
O 3.0401 1.8684 3.1080
N 5.3312 2.2693 2.8677
N 4.6017 0.9949 4.5793
H 6.2530 2.0371 3.2486
H 5.2797 3.1484 2.4068
H 3.8637 0.5196 5.0655
H 5.5273 1.0658 4.9682
C -4.4393 -4.5318 -3.3749
O -3.5754 -3.9041 -4.0177
N -4.4443 -4.6094 -2.0508
N -5.3119 -5.4064 -3.9675
H -5.1102 -5.0494 -1.4408
H -3.9842 -3.7843 -1.6009
H -5.6894 -6.1297 -3.4007
H -5.1210 -5.3931 -4.9489
C -4.3509 -0.7332 -0.3562
O -5.2154 0.1348 -0.3631
N -3.1575 -0.5501 -1.0385
N -4.7479 -1.9663 0.1132
H -3.1548 0.3706 -1.4465
H -2.3685 -1.1200 -0.9081
H -5.7383 -2.1342 0.2001
H -4.2066 -2.8851 0.2980
C 3.9833 -2.0440 3.1497
O 3.5633 -2.7681 4.0836
N 3.2283 -1.0227 2.6301
N 5.2428 -2.2725 2.5463
H 3.6702 -0.3738 1.9779
H 2.5033 -0.5536 3.2019
H 5.8000 -2.9985 2.9732
H 5.3631 -2.1532 1.5258
C 1.6660 6.5561 0.0974
O 1.1345 5.6006 0.7046
N 3.0533 6.6672 0.0521
N 0.9941 7.3956 -0.7016
H 3.4394 7.0594 -0.7915
H 3.5442 5.8576 0.4574
H 1.2074 8.4200 -0.6255
H 0.0298 7.0994 -0.8998
C -2.1257 1.2987 2.8808
O -0.9901 1.1478 3.4085
N -3.1962 2.1182 3.4399
N -2.4529 0.7134 1.7402
H -2.9408 2.7556 4.2213
H -3.9288 2.2911 2.7691
H -1.7530 0.1511 1.2774
H -3.0435 1.2918 1.1385
C -0.4251 4.2368 4.6561
O -1.1288 3.6301 5.4202
N -0.8299 5.4933 4.1384
N 0.8358 3.8920 4.3282
H -0.6235 5.6107 3.1781
H -1.8233 5.5750 4.4111
H 1.1758 4.3887 3.5575
H 1.1858 2.9711 4.2798
C 1.3055 0.6533 5.9640
O 2.4228 0.1192 6.0345
N 0.2670 -0.1348 5.5311
N 1.0247 1.8744 6.3500
H -0.5593 0.3195 5.2414
H 0.4431 -0.9845 5.0486
H 0.1115 2.2935 6.1077
H 1.7475 2.4445 6.7707
C -1.6464 3.7703 0.5330
O -2.7212 3.2247 0.3539
N -0.4566 3.1445 0.7693
N -1.6043 5.1447 0.3882
H -0.2655 2.1768 0.6467
H 0.4247 3.6088 0.9632
H -0.6576 5.5626 0.5038
H -2.5303 5.5920 0.3050
C 1.0761 -4.6566 2.3103
O 0.1033 -5.3931 1.9844
N 0.8405 -3.3473 2.8808
N 2.4375 -4.9473 2.0575
H 1.5688 -2.9062 3.4364
H -0.0803 -3.2384 3.3031
H 3.0216 -4.6270 2.8421
H 2.6358 -5.9123 1.8695
C -1.1434 -3.6738 -1.3646
O -1.9696 -3.0346 -0.6892
N -0.2779 -4.5780 -0.7574
N -1.1959 -3.4989 -2.7213
H -0.2531 -4.5321 0.2711
H 0.5393 -4.6800 -1.3019
H -2.0780 -3.3600 -3.2238
H -0.4587 -4.0531 -3.1981
C 0.8428 -0.1489 0.0144
O 1.1248 0.9082 -0.5321
N 0.6311 -1.3512 -0.6728
N 0.5312 -0.2495 1.3518
H 1.1235 -1.3162 -1.5817
H 0.4989 -2.1842 -0.2326
H 0.7496 0.4079 2.0367
H 0.4425 -1.1606 1.7461
C 0.1707 -0.7977 -3.7684
O 1.2720 -1.2917 -3.3377
N -0.3886 -1.1488 -4.9076
N -0.4542 0.1303 -3.0610
H -1.2342 -0.7247 -5.3198
H 0.1753 -1.8291 -5.4385
H -1.3848 0.3407 -3.4165
H -0.4542 0.0758 -2.0105
C -4.0815 -6.0767 1.1340
O -3.8229 -6.6320 0.0584
N -3.5511 -4.8109 1.3148
N -4.8539 -6.6112 2.1364
H -3.4703 -4.4510 2.2799
H -2.7027 -4.5824 0.7709
H -5.4060 -7.4324 1.9661
H -4.7385 -6.3018 3.0498
C -2.8786 2.8130 -3.3138
O -3.0922 2.4741 -4.4567
N -3.7403 2.3435 -2.3217
N -1.9044 3.5725 -2.7627
H -3.6585 2.9284 -1.4944
H -4.6950 2.2370 -2.6045
H -1.8995 3.6651 -1.7857
H -1.0436 3.6221 -3.2830
C 3.4354 1.6790 -4.9168
O 3.8865 2.3999 -5.7368
N 3.5405 0.3066 -4.9140
N 2.7635 2.1335 -3.8210
H 2.8925 -0.2226 -4.3919
H 3.8443 -0.0559 -5.7797
H 2.3501 3.0601 -3.9410
H 2.1782 1.4731 -3.3171
```

Record 2
Computed, not measured: C19H8Cl5NO10S2Sn as an isolated structure, with the ωB97M-V functional and the def2-TZVPD basis.

Summary:
Energy relative to the best compared isomer or geometry (same formula, charge and spin) ... 0.000 eV
Net charge ... -2
LUMO level ... 3.9 eV
Multiplicity ... 1

The geometry in XYZ format:
```
46
C19H8Cl5NO10S2Sn the ωB97M-V functional and the def2-TZVPD basis
Sn 1.1486 0.5288 -0.2101
O -2.9238 -0.0343 1.4704
C -1.7797 0.6046 1.2615
O -0.7135 0.2918 1.7313
C -1.8991 1.7314 0.2808
C -3.0454 2.4705 0.0690
C -3.0188 3.4363 -0.9309
C -1.8786 3.5934 -1.6977
C -0.7781 2.7941 -1.4207
N -0.7988 1.9128 -0.4364
C 0.5215 2.8733 -2.2227
O 0.5735 3.7012 -3.1242
O 1.4174 2.0490 -1.8512
H -2.6935 -1.0032 1.4885
H -3.9310 2.2723 0.6551
H -3.8959 4.0424 -1.1222
H -1.8043 4.3031 -2.5088
Cl 2.6510 -0.2548 2.5562
C 2.3897 1.4702 2.6745
C 1.8734 2.1520 1.5766
C 1.7458 3.5187 1.7503
Cl 1.1729 4.5071 0.4203
C 2.0623 4.1865 2.9346
Cl 1.8534 5.9022 3.0970
C 2.5572 3.4589 4.0099
Cl 2.9610 4.2538 5.4943
C 2.7331 2.0849 3.8774
Cl 3.3722 1.1780 5.2085
O -2.0009 -2.4138 0.7061
S -1.7796 -2.1227 -0.7206
O -3.0068 -2.1591 -1.4973
O -1.0199 -0.8841 -0.9215
C -0.8181 -3.5102 -1.3121
C -1.5630 -4.6860 -1.3976
C -1.0162 -5.8693 -1.8555
C 0.3135 -5.8675 -2.2702
C 1.0597 -4.7107 -2.2052
C 0.5325 -3.5022 -1.6957
S 3.0915 -2.6635 -1.0799
O 1.2930 -2.4146 -1.6315
O 2.8919 -3.0479 0.3138
O 3.5144 -1.2776 -1.2614
H -2.6022 -4.6453 -1.0978
H -1.6169 -6.7694 -1.9055
H 0.7676 -6.7740 -2.6571
H 2.0868 -4.7071 -2.5421
```

Record 3
Computed, not measured: one molecule with the formula C2 at a distorted geometry, with the ωB97M-V functional and the def2-TZVPD basis.

Summary:
Energy relative to the best compared isomer or geometry (same formula, charge and spin) ... 1.277 eV
Net charge ... 0
LUMO level ... -3.6 eV
Multiplicity ... 1

The geometry in XYZ format:
```
2
C2 the ωB97M-V functional and the def2-TZVPD basis
C -0.6104 -0.4702 0.2699
C 0.6104 0.4702 -0.2699
```

Record 4
Computed, not measured: a 2-piece molecular cluster, C2 overall at a distorted geometry, with the ωB97M-V functional and the def2-TZVPD basis.

Summary:
Energy relative to the best compared isomer or geometry (same formula, charge and spin) ... 7.999 eV
Net charge ... 0
LUMO level ... -2.6 eV
Multiplicity ... 1

The geometry in XYZ format:
```
2
C2 the ωB97M-V functional and the def2-TZVPD basis
C 1.2452 0.5641 0.3432
C -1.2452 -0.5641 -0.3432
```

Record 5
Computed, not measured: one molecule with the formula C2 at a distorted geometry, with the ωB97M-V functional and the def2-TZVPD basis.

Summary:
Energy relative to the best compared isomer or geometry (same formula, charge and spin) ... 0.647 eV
Net charge ... 0
LUMO level ... -4.0 eV
Multiplicity ... 1

The geometry in XYZ format:
```
2
C2 the ωB97M-V functional and the def2-TZVPD basis
C 0.0000 0.0000 0.7589
C 0.0000 0.0000 -0.7589
```

Record 6
Computed, not measured: C20AlB5O42V as an isolated structure at a distorted geometry, with the ωB97M-V functional and the def2-TZVPD basis.

Summary:
Net charge ... -1
LUMO level ... -6.2 eV
Multiplicity ... 1

The geometry in XYZ format:
```
69
C20AlB5O42V the ωB97M-V functional and the def2-TZVPD basis
O -1.5007 5.3166 3.8254
V -1.8241 4.7166 2.4363
O -3.2575 5.1233 1.9910
Al -0.9202 -5.2212 1.1921
O 2.1317 2.6306 -3.2307
C 2.1476 3.6780 -2.6612
O 1.2074 4.5707 -2.4985
B 1.6285 5.5283 -1.4251
O 3.0562 5.2908 -1.2787
C 3.3951 4.1631 -1.8872
O 4.4372 3.5972 -1.9135
O 1.2458 6.9347 -1.6950
C 0.3671 7.3825 -0.8286
O -0.2088 8.4295 -0.8496
C 0.1175 6.2235 0.1590
O 0.8361 5.2317 -0.2002
O -0.6738 6.2394 1.0879
O -1.9953 2.6740 3.1734
C -2.2279 1.6044 3.6832
O -1.4337 0.5726 3.6686
B -2.0148 -0.5282 4.4626
O -3.2988 0.0084 4.9483
C -3.5080 1.2208 4.4542
O -4.4847 1.9008 4.4638
O -1.1512 -0.9363 5.6178
C -0.8303 -2.1843 5.5386
O -0.3870 -2.9288 6.3662
C -1.3892 -2.7455 4.2103
O -2.0661 -1.7387 3.6412
O -1.2138 -3.8037 3.6867
O 4.0342 -3.3404 1.6564
C 3.7338 -3.3741 0.5135
O 4.1808 -2.6033 -0.4843
B 3.6266 -3.0487 -1.7727
O 2.7522 -4.1653 -1.4237
C 2.6911 -4.3240 -0.1240
O 1.8319 -4.8684 0.4974
O 2.8756 -1.9439 -2.3501
C 3.2959 -1.7201 -3.5637
O 2.8694 -0.8818 -4.2945
C 4.5772 -2.6467 -3.8038
O 4.7110 -3.3476 -2.7231
O 5.1490 -2.7021 -4.8417
O 0.8905 -1.2880 -1.6254
C 1.0347 -0.8284 -0.5118
O 1.3582 0.3965 -0.2837
B 1.3336 0.6902 1.1951
O 0.9719 -0.6221 1.7725
C 0.7150 -1.4907 0.8532
O 0.2883 -2.5934 0.9554
O 0.3085 1.7287 1.3487
C 0.9174 2.7898 1.8628
O 0.3103 3.8003 2.1006
C 2.3840 2.4682 2.1279
O 2.5816 1.2367 1.6912
O 3.1280 3.1997 2.6917
O -0.9314 -3.7482 -1.3601
C -1.8212 -3.2838 -2.0099
O -3.0099 -3.8104 -2.1004
B -3.7830 -3.2565 -3.2781
O -2.8874 -2.1468 -3.6961
C -1.7544 -2.1887 -3.1025
O -0.8310 -1.4379 -3.2990
O -5.0834 -2.7701 -2.7813
C -6.0383 -3.5502 -3.2982
O -7.1842 -3.3838 -3.0277
C -5.4041 -4.4561 -4.3087
O -4.0623 -4.2210 -4.3096
O -5.9445 -5.2181 -5.0305
```

Record 7
Computed, not measured: C20H10CsF3N4O11 as an isolated structure, with the ωB97M-V functional and the def2-TZVPD basis.

Summary:
Energy relative to the best compared isomer or geometry (same formula, charge and spin) ... 0.084 eV
Net charge ... -2
LUMO level ... 3.5 eV
Multiplicity ... 1

The geometry in XYZ format:
```
49
C20H10CsF3N4O11 the ωB97M-V functional and the def2-TZVPD basis
Cs 1.0251 -0.0412 -0.7919
O -2.5701 -3.2234 -0.8669
C -1.3692 -2.9288 -0.9458
O -0.8367 -1.9774 -1.5803
C -0.3961 -3.8558 -0.2029
C -0.3342 -5.1618 -0.5677
C 0.5600 -6.0548 0.0703
C 1.3682 -5.6287 1.0918
C 1.3067 -4.3044 1.5074
C 0.4189 -3.3274 0.8921
O 0.3202 -2.1364 1.2493
N 2.1650 -3.9622 2.6152
O 2.9197 -4.8263 3.0637
O 2.1051 -2.8452 3.1132
N 0.6184 -7.4336 -0.3351
O 1.4101 -8.1875 0.2243
O -0.0788 -7.7939 -1.2762
H -0.9880 -5.5314 -1.3451
H 2.0407 -6.3135 1.5813
O 4.1477 2.8811 -3.5866
C 3.4113 1.8912 -3.4725
O 2.4697 1.6852 -2.6681
C 3.6858 0.7338 -4.4608
C 2.8450 -0.3702 -4.5293
C 3.0940 -1.4183 -5.4083
C 4.1987 -1.3775 -6.2402
C 5.0279 -0.2675 -6.1650
C 4.7931 0.7851 -5.2980
N 6.2019 -0.2171 -7.0509
O 6.3745 -1.1410 -7.8300
O 6.9510 0.7368 -6.9647
H 1.9817 -0.3919 -3.8789
H 2.4264 -2.2697 -5.4388
H 4.4252 -2.1753 -6.9309
H 5.4443 1.6454 -5.2542
F 1.9087 1.1763 7.1015
C 0.8375 1.7208 6.4925
F -0.2490 1.1360 7.0353
F 0.8009 3.0185 6.8569
C 0.8862 1.5403 5.0027
C 0.9402 0.2628 4.4757
C 0.9789 0.1131 3.0941
N 0.9771 1.1586 2.2601
C 0.9282 2.3797 2.7848
C 0.8787 2.6303 4.1470
H 0.9576 -0.6148 5.1079
H 1.0078 -0.8754 2.6457
H 0.9361 3.2054 2.0812
H 0.8399 3.6423 4.5230
```

Record 8
Computed, not measured: C20H12Cl5NO4Pd as an isolated structure at a distorted geometry, with the ωB97M-V functional and the def2-TZVPD basis.

Summary:
Energy relative to the best compared isomer or geometry (same formula, charge and spin) ... 2.468 eV
Net charge ... +2
LUMO level (spin up / spin down) ... -11.0 / -11.1 eV
Multiplicity ... 1

The geometry in XYZ format:
```
43
C20H12Cl5NO4Pd the ωB97M-V functional and the def2-TZVPD basis
Pd 1.5687 -0.1941 0.3783
C 2.4040 0.2288 3.8870
C 2.7994 0.4208 2.4574
C 3.3921 -0.6190 1.7021
C 3.8750 -0.3809 0.3951
C 3.8550 0.8995 -0.1779
C 3.1241 1.8666 0.4857
C 2.5599 1.6072 1.7676
H 3.2406 0.5102 4.5306
H 2.1584 -0.8101 4.1000
H 1.5585 0.8594 4.1568
H 3.5387 -1.5981 2.1391
H 4.3515 -1.2012 -0.1233
H 4.3109 1.0825 -1.1399
H 2.9673 2.8411 0.0406
H 1.9914 2.3927 2.2509
Cl -0.7976 -1.8488 1.8275
C -0.1369 -2.5711 0.4271
C 0.8624 -1.8776 -0.3238
C 1.3229 -2.4518 -1.5611
Cl 2.4107 -1.5475 -2.5118
C 0.9120 -3.6699 -1.9785
Cl 1.4817 -4.3630 -3.4132
C -0.0411 -4.3715 -1.1790
Cl -0.5602 -5.8609 -1.6697
C -0.5768 -3.7923 0.0316
Cl -1.7444 -4.6428 0.9112
O -1.1355 -0.8045 -1.4385
C -0.9716 0.3639 -1.0085
O 0.0149 0.8546 -0.3979
C -2.2009 1.1255 -1.2767
C -2.7824 1.1041 -2.5611
C -3.9296 1.8378 -2.7872
C -4.5116 2.5490 -1.7420
C -3.9248 2.5179 -0.4746
C -2.7931 1.8043 -0.2032
N -4.5511 3.2862 0.6305
O -5.5732 3.8722 0.3691
O -3.9913 3.2437 1.7044
H -2.3150 0.5437 -3.3590
H -4.3772 1.8588 -3.7707
H -5.4148 3.1274 -1.8864
H -2.3709 1.8071 0.7913
```